Record 1
ORCA calculation (wB97M-V/def2-TZVPD) on a 2-piece molecular cluster, C23H36BNO4P overall at a distorted geometry.

```
66
C23H36BNO4P | the Open Molecules 2025 dataset | wB97M-V/def2-TZVPD
C 1.024 1.143 3.590
C 0.036 0.124 2.877
B 0.183 0.033 1.234
C -1.308 -0.369 0.588
C -2.424 0.717 0.839
C -3.842 -0.056 0.867
C -4.447 -0.193 2.323
C -4.160 -1.584 3.025
N -4.066 -1.371 4.509
C 1.153 -1.280 0.901
C 2.683 -1.018 1.000
C 3.427 -0.585 -0.213
C 4.879 -0.356 -0.213
C 5.701 -0.562 1.002
C 4.969 -0.965 2.207
C 3.509 -1.197 2.211
C 2.887 -1.655 3.567
P 0.771 1.677 0.386
C -0.072 3.203 1.133
C 0.219 1.736 -1.444
H 0.539 2.159 3.669
H 1.991 1.280 3.043
H 1.193 0.811 4.659
H -1.010 0.325 3.242
H 0.305 -0.905 3.269
H -1.131 -0.567 -0.506
H -1.554 -1.381 1.051
H -2.457 1.433 -0.034
H -2.349 1.243 1.823
H -3.652 -1.111 0.504
H -4.571 0.374 0.114
H -4.081 0.632 2.991
H -5.574 -0.125 2.214
H -3.192 -2.056 2.718
H -4.991 -2.332 2.896
H -4.800 -0.721 4.813
H -3.176 -0.932 4.753
H 0.947 -1.558 -0.182
H 0.823 -2.180 1.505
H 2.923 -0.407 -1.197
H 5.434 -0.045 -1.137
H 6.807 -0.424 1.015
H 5.569 -1.122 3.138
H 2.780 -0.803 4.296
H 1.950 -2.253 3.451
H 3.641 -2.352 4.049
H -0.883 2.965 1.872
H 0.689 3.824 1.696
H -0.507 3.896 0.358
H 0.304 0.717 -1.899
H -0.837 2.149 -1.462
H 0.846 2.515 -1.964
C 0.097 1.324 -6.440
C -0.575 1.106 -5.303
C -0.929 -0.279 -4.860
O -1.524 -0.437 -3.814
C -0.542 -1.395 -5.724
C 0.126 -1.174 -6.859
C 0.503 0.207 -7.288
O 1.129 0.360 -8.324
O 0.492 -2.187 -7.673
O -0.960 2.118 -4.511
H 0.361 2.319 -6.771
H -0.818 -2.390 -5.403
H 0.959 -1.764 -8.419
H -1.421 1.700 -3.755
```

Net charge: -1
HOMO, eV: -3.209
E_LUMO, Ha: 0.0119

---

Record 2
ORCA calculation (wB97M-V/def2-TZVPD) on a 2-piece molecular cluster, C23H36BrINO9PS overall at a distorted geometry.

```
73
C23H36BrINO9PS | the Open Molecules 2025 dataset | wB97M-V/def2-TZVPD
C -0.586 0.807 3.047
C -0.533 1.456 1.884
C -1.696 1.557 0.897
C -3.005 1.873 1.634
C -2.866 2.920 2.741
O -1.976 3.959 2.392
C -1.450 4.624 3.524
C -2.508 5.069 4.543
C -1.298 2.584 -0.209
P -2.652 3.203 -1.369
O -3.737 1.987 -1.538
Br -3.716 4.832 -0.205
C -0.143 2.118 -1.150
I 1.611 3.282 -0.675
C 0.093 0.596 -1.189
C 0.876 0.098 -2.403
C 2.388 0.413 -2.412
C 3.116 0.173 -1.088
N 3.735 -1.170 -1.060
C 4.269 -1.416 0.299
C 3.095 -1.847 1.185
C 2.193 -2.744 0.667
C 1.142 -3.136 1.451
C 1.004 -2.624 2.708
C 1.897 -1.733 3.225
C 2.970 -1.343 2.455
O 3.923 -0.460 2.938
O -1.245 -0.002 -1.295
S -1.954 -0.105 0.131
O -1.292 -1.131 0.882
O -3.338 -0.395 -0.021
H -1.183 -0.084 3.219
H 0.068 1.178 3.834
H 0.414 1.929 1.642
H -3.822 2.158 0.976
H -3.329 0.951 2.125
H -2.496 2.440 3.656
H -3.876 3.274 2.983
H -0.753 3.955 4.051
H -0.913 5.517 3.206
H -3.439 5.397 4.075
H -2.151 5.865 5.199
H -2.783 4.241 5.203
H -0.955 3.469 0.329
H -4.617 2.294 -1.280
H -0.424 2.410 -2.166
H 0.483 0.216 -0.240
H 0.789 -0.991 -2.439
H 0.395 0.458 -3.319
H 2.836 -0.273 -3.138
H 2.539 1.422 -2.797
H 2.523 0.363 -0.195
H 3.947 0.897 -1.049
H 4.571 -1.056 -1.630
H 5.025 -2.202 0.243
H 4.734 -0.519 0.724
H 2.302 -3.137 -0.333
H 0.409 -3.847 1.092
H 0.163 -2.899 3.335
H 1.768 -1.330 4.223
H 3.454 0.320 3.255
C -1.131 -3.016 -3.300
O -1.414 -4.126 -4.155
C -0.338 -4.657 -4.732
O 0.797 -4.283 -4.590
O -0.736 -5.675 -5.496
C 0.325 -6.342 -6.180
H -2.075 -2.668 -2.890
H -0.485 -3.319 -2.477
H -0.678 -2.203 -3.865
H 1.030 -6.773 -5.471
H 0.837 -5.659 -6.856
H -0.127 -7.142 -6.761
```

SMILES: C=C[C@@]1(CCOCC)[C@H](P(O)Br)[C@@H](I)[C@H](CCCNCc2ccccc2O)OS1(=O)=O.COC(=O)OC
HOMO, eV: -8.711
E_LUMO, Ha: -0.0043

---

Record 3
ORCA calculation (wB97M-V/def2-TZVPD) on a 3-piece molecular cluster, C23H36Cl2N2O10S overall at a distorted geometry.

```
74
C23H36Cl2N2O10S | the Open Molecules 2025 dataset | wB97M-V/def2-TZVPD
C 2.327 3.222 -3.739
C 1.754 2.025 -3.684
C 0.850 0.716 -3.461
C 1.584 -0.493 -2.674
S 3.364 0.167 -2.586
C 1.902 -1.891 -3.482
O 1.726 -2.177 -4.705
N 2.407 -2.705 -2.341
C 2.030 -2.280 -0.969
C 1.541 -3.641 -0.244
C 1.386 -4.922 -1.215
N 1.930 -6.127 -0.972
O 2.992 -1.758 -0.023
C 4.358 -2.169 -0.281
C 5.312 -1.371 0.793
C 6.617 -0.890 -0.053
O 5.814 -2.268 1.844
C 0.920 -1.116 -1.330
C -0.446 -1.983 -1.593
C -1.608 -1.198 -2.373
O -1.627 -1.206 -3.660
Cl -3.017 -0.295 -1.582
C 0.435 -0.125 -0.151
Cl 1.574 1.344 0.100
C 0.297 -0.790 1.313
C -0.692 0.207 2.175
H 2.919 4.178 -3.453
H -0.130 1.035 -2.910
H 0.492 0.378 -4.520
H 3.880 -0.213 -3.846
H 3.220 -3.311 -2.498
H 2.384 -3.931 0.513
H 0.585 -3.561 0.387
H 0.803 -4.829 -2.218
H 1.664 -6.756 -1.770
H 4.437 -3.295 0.011
H 4.726 -2.011 -1.360
H 4.793 -0.437 1.235
H 7.313 -1.767 -0.359
H 7.257 -0.121 0.514
H 6.216 -0.390 -1.013
H 6.760 -2.500 1.628
H -0.252 -2.956 -2.203
H -0.924 -2.362 -0.598
H -0.597 0.376 -0.371
H -0.209 -1.817 1.353
H 1.347 -0.765 1.806
H -0.507 0.122 3.313
H -1.770 -0.151 1.899
H -0.631 1.303 1.835
C -6.672 -0.475 -1.296
O -7.169 -1.077 -0.103
C -7.112 -0.281 0.983
O -6.691 0.852 1.012
O -7.608 -0.968 2.030
C -7.610 -0.242 3.258
H -6.766 -1.203 -2.104
H -7.263 0.407 -1.558
H -5.617 -0.214 -1.187
H -8.238 0.649 3.178
H -6.591 0.027 3.549
H -8.028 -0.891 4.030
C -1.495 6.132 5.218
O -1.194 6.671 3.932
C -1.009 5.742 2.973
O -1.076 4.544 3.122
O -0.735 6.382 1.820
C -0.514 5.516 0.709
H -1.624 6.967 5.909
H -2.426 5.561 5.189
H -0.671 5.511 5.578
H -1.406 4.921 0.500
H 0.350 4.870 0.889
H -0.302 6.137 -0.164
```

SMILES: [H]/N=C/C[C@@]1(OC[C@H](C)O)NC(=O)[C@@](S)(CC#C)[C@]1(CC(=O)Cl)[C@H](Cl)CC.COC(=O)OC.COC(=O)OC
HOMO, eV: -8.613
E_LUMO, Ha: -0.0106

---

Record 4
ORCA calculation (wB97M-V/def2-TZVPD) on C23H36EuN4O6S3Si as an isolated structure at a distorted geometry.

```
74
C23H36EuN4O6S3Si | the Open Molecules 2025 dataset | wB97M-V/def2-TZVPD
Eu 13.319 8.205 14.890
C 14.242 12.497 10.090
Si 13.293 11.013 9.569
C 11.504 11.065 10.156
C 13.325 10.712 7.676
C 14.060 9.535 10.463
C 14.610 8.444 9.783
C 14.875 7.210 10.371
C 14.547 7.095 11.721
N 14.076 8.126 12.426
C 13.851 9.362 11.913
S 13.243 10.598 13.023
H 13.784 13.373 9.647
H 15.295 12.486 9.799
H 14.194 12.590 11.155
H 10.808 11.594 9.477
H 11.480 11.519 11.145
H 11.147 10.019 10.314
H 13.079 11.613 7.093
H 12.688 9.847 7.389
H 14.311 10.446 7.346
H 14.854 8.598 8.714
H 15.353 6.385 9.792
H 14.672 6.155 12.247
N 11.998 5.372 16.458
N 11.328 4.891 15.390
C 11.678 5.450 14.138
O 10.864 5.250 13.200
O 12.755 6.149 14.022
H 13.022 5.583 16.298
H 11.887 4.949 17.391
H 10.633 4.146 15.431
O 13.868 5.591 18.274
C 14.734 6.280 17.756
N 14.756 6.645 16.446
S 16.061 7.448 15.981
O 15.615 8.766 15.490
O 16.887 6.697 15.055
C 16.760 7.513 17.596
C 17.864 8.244 18.013
C 18.168 8.159 19.368
C 17.288 7.497 20.262
C 16.229 6.813 19.850
C 15.922 6.835 18.464
H 18.508 8.777 17.314
H 19.086 8.685 19.719
H 17.574 7.534 21.297
H 15.523 6.299 20.484
C 13.086 9.423 17.224
H 12.564 8.571 17.674
H 12.432 10.267 16.925
H 14.127 9.625 17.433
C 7.540 5.726 15.744
C 8.368 6.684 16.625
C 8.705 8.069 16.142
S 9.565 8.000 14.490
O 10.979 8.428 14.814
C 8.723 9.389 13.582
C 8.438 8.923 12.156
C 7.596 7.676 12.013
H 7.169 4.911 16.337
H 8.138 5.403 14.889
H 6.657 6.231 15.309
H 9.303 6.204 16.923
H 7.858 6.842 17.589
H 9.371 8.638 16.804
H 7.793 8.688 15.904
H 9.424 10.281 13.603
H 7.774 9.634 14.083
H 9.360 8.758 11.640
H 7.900 9.754 11.661
H 8.165 6.801 12.360
H 7.320 7.478 10.962
H 6.623 7.723 12.605
```

⟨S²⟩: 12.179
Net charge: -1
HOMO (spin up / spin down), eV: -3.691 / -4.026
Spin multiplicity: 7
E_LUMO (spin up / spin down), Ha: 0.0845 / 0.0846

---

Record 5
ORCA calculation (wB97M-V/def2-TZVPD) on a 2-piece molecular cluster, C23H36F3NO11P2 overall at a distorted geometry.

```
76
C23H36F3NO11P2 | the Open Molecules 2025 dataset | wB97M-V/def2-TZVPD
C 4.121 -2.156 1.267
C 3.646 -0.815 1.803
O 3.305 0.085 0.745
P 3.157 1.622 1.234
O 2.657 2.479 0.160
C 2.022 1.603 2.660
C 1.068 2.815 2.681
C -0.400 2.371 2.865
C -0.927 1.953 1.481
O -0.526 0.631 1.150
C -1.509 -0.204 1.635
O -1.252 -1.276 2.127
C -2.886 0.514 1.452
C -3.767 -0.232 0.391
O -3.102 -1.378 -0.094
O -2.801 -1.176 -1.470
P -3.769 0.244 3.049
N -4.066 -1.237 3.420
O -5.132 1.089 2.994
O -2.831 0.870 4.192
C -2.453 1.993 1.207
C -2.859 2.710 -0.090
C -2.393 2.095 -1.398
C -1.086 1.796 -1.695
C -0.717 1.209 -2.873
C -1.671 0.905 -3.807
C -2.976 1.228 -3.559
C -3.320 1.813 -2.375
O 4.600 2.027 1.812
C 5.386 2.875 0.945
C 5.679 2.292 -0.445
H 5.092 -2.097 0.776
H 4.257 -2.818 2.129
H 3.349 -2.618 0.650
H 4.439 -0.425 2.452
H 2.799 -1.017 2.467
H 1.448 0.679 2.584
H 2.623 1.545 3.572
H 1.330 3.416 3.559
H 1.171 3.470 1.817
H -0.962 3.227 3.247
H -0.446 1.526 3.555
H -0.539 2.735 0.823
H -4.131 0.411 -0.406
H -4.652 -0.615 0.908
H -1.990 -1.689 -1.590
H -3.735 -1.864 2.692
H -5.846 0.450 3.133
H -2.953 0.304 4.968
H -2.856 2.582 2.042
H -3.954 2.755 -0.105
H -2.526 3.751 -0.027
H -0.280 2.009 -1.005
H 0.325 0.968 -3.032
H -1.375 0.426 -4.727
H -3.756 1.017 -4.282
H -4.358 2.060 -2.162
H 4.955 3.876 0.905
H 6.345 2.998 1.455
H 6.713 2.484 -0.732
H 5.074 2.847 -1.169
H 5.393 1.247 -0.556
C 0.872 -6.325 -2.544
C -0.343 -5.731 -3.225
O -0.398 -4.305 -3.033
C 0.359 -3.577 -3.844
O 1.074 -3.993 -4.705
C 0.147 -2.088 -3.542
F 0.162 -1.843 -2.223
F -1.040 -1.672 -4.014
F 1.091 -1.334 -4.098
H 0.889 -6.050 -1.488
H 0.861 -7.411 -2.627
H 1.793 -5.953 -2.991
H -1.253 -6.129 -2.781
H -0.366 -5.971 -4.287
```

SMILES: CCOP(=O)(CCC[C@H]1OC(=O)[C@@](COO)(P(=N)(O)O)[C@@H]1Cc1ccccc1)OCC.CCOC(=O)C(F)(F)F
HOMO, eV: -8.981
E_LUMO, Ha: 0.0207

---

Record 6
ORCA calculation (wB97M-V/def2-TZVPD) on a 3-piece molecular cluster, C23H36N4O2P overall at a distorted geometry.

```
66
C23H36N4O2P | the Open Molecules 2025 dataset | wB97M-V/def2-TZVPD
C 1.049 -2.713 -0.566
C 0.973 -1.256 -0.145
C 2.301 -0.570 0.048
N -0.109 -0.618 0.120
C -1.248 -0.524 -0.830
P -0.566 -0.597 -2.574
C 0.359 0.979 -2.863
O -1.874 -0.445 -3.584
C -2.220 -1.722 -0.604
C -3.754 -1.475 -0.590
C -4.383 -2.338 0.510
C -4.355 -2.003 -1.912
N -4.124 -0.046 -0.491
O -5.349 0.124 -0.160
C -3.160 0.817 0.240
C -2.943 0.429 1.703
C -3.749 2.239 0.226
C -1.877 0.866 -0.574
H 0.336 -3.331 -0.027
H 2.048 -3.096 -0.352
H 0.913 -2.798 -1.644
H 2.098 0.497 0.137
H 2.786 -0.929 0.958
H 2.933 -0.702 -0.829
H 1.414 0.739 -2.984
H 0.289 1.643 -1.998
H -0.011 1.489 -3.750
H -2.356 0.362 -3.354
H -2.037 -2.429 -1.419
H -1.948 -2.257 0.303
H -3.982 -3.344 0.369
H -4.106 -2.030 1.515
H -5.458 -2.428 0.388
H -3.986 -1.457 -2.773
H -4.149 -3.070 -1.969
H -5.438 -1.892 -1.837
H -3.902 0.493 2.219
H -2.304 1.193 2.144
H -2.493 -0.552 1.816
H -2.979 2.916 0.600
H -3.935 2.511 -0.813
H -4.655 2.314 0.816
H -1.154 1.436 0.008
H -2.042 1.439 -1.492
N 0.824 3.298 0.044
C 0.641 3.861 1.237
C 1.022 5.158 1.544
C 1.632 5.916 0.558
C 1.830 5.349 -0.690
C 1.405 4.045 -0.892
H 0.165 3.231 1.982
H 0.846 5.561 2.532
H 1.946 6.933 0.758
H 2.299 5.904 -1.491
H 1.536 3.565 -1.856
N 4.749 -2.044 1.215
C 5.823 -1.389 1.651
C 6.856 -1.986 2.358
C 6.769 -3.342 2.630
C 5.659 -4.040 2.183
C 4.684 -3.347 1.483
H 5.851 -0.330 1.419
H 7.705 -1.402 2.686
H 7.553 -3.846 3.180
H 5.550 -5.099 2.373
H 3.801 -3.858 1.113
```

⟨S²⟩: 0.754
HOMO (spin up / spin down), eV: -7.837 / -7.841
Spin multiplicity: 2
E_LUMO (spin up / spin down), Ha: 0.0267 / 0.0224

---

Record 7
ORCA calculation (wB97M-V/def2-TZVPD) on C23H36P2Sn as an isolated structure at a distorted geometry.

```
62
C23H36P2Sn | the Open Molecules 2025 dataset | wB97M-V/def2-TZVPD
P -0.230 0.580 -4.315
P -2.146 -1.563 -3.208
C -0.994 -0.577 -5.569
C -2.282 -1.194 -5.040
H -0.253 -1.355 -5.791
H -1.170 -0.009 -6.494
H -3.127 -0.508 -5.179
H -2.522 -2.130 -5.566
C -1.573 -3.293 -3.454
H -1.644 -3.837 -2.506
H -0.528 -3.313 -3.789
H -2.204 -3.790 -4.205
C -3.924 -1.912 -2.979
H -4.273 -2.640 -3.723
H -4.496 -0.982 -3.084
H -4.084 -2.309 -1.971
C 1.353 0.757 -5.199
H 1.953 1.533 -4.712
H 1.175 1.029 -6.247
H 1.903 -0.190 -5.156
C -1.068 2.083 -4.954
H -2.126 2.087 -4.666
H -0.985 2.107 -6.049
H -0.586 2.971 -4.533
Sn 0.243 1.807 3.032
C -1.303 -0.414 0.808
C -0.270 -1.265 0.686
C 0.574 -1.434 -0.515
C 1.893 -0.635 -0.590
C 1.810 0.807 -0.254
C 0.745 1.608 -0.383
C -0.564 1.285 -1.003
C -1.675 0.698 -0.117
C 2.243 2.714 2.999
H -1.963 -0.505 1.673
H -0.059 -1.944 1.509
H -0.005 -1.262 -1.429
H 0.865 -2.496 -0.537
H 2.620 -1.084 0.109
H 2.307 -0.780 -1.610
H 2.727 1.227 0.174
H 0.830 2.646 -0.055
H -0.417 0.621 -1.873
H -0.960 2.222 -1.430
H -2.147 1.518 0.456
H -2.457 0.314 -0.808
H 2.305 3.453 3.808
H 2.417 3.179 2.017
H 2.963 1.900 3.154
C 0.818 -0.019 3.967
C 1.123 -0.142 5.165
C 1.368 -0.024 6.548
C 2.033 -1.022 7.290
C 2.377 -0.798 8.624
C 2.070 0.418 9.238
C 1.348 1.396 8.542
C 0.985 1.171 7.215
H 2.255 -1.980 6.809
H 2.890 -1.574 9.190
H 2.398 0.615 10.262
H 1.068 2.321 9.037
H 0.381 1.919 6.678
```

HOMO, eV: -7.616
E_LUMO, Ha: 0.0012